The following is a DFT calculation (the ωB97M-V functional and the def2-TZVPD basis) of the molecule C12H15N3 at a distorted geometry.

Geometry as XYZ:
```
30
Properties=species:S:1:pos:R:3
C -1.48 -1.17 0.49
C 2.07 1.94 0.19
C 1.47 1.92 1.32
C 1.43 1.96 -1.05
C 0.06 1.96 1.42
C 0.07 1.70 -1.01
C -0.67 1.70 0.25
C -2.07 1.70 0.16
C -4.25 0.81 -0.08
C 0.70 -1.67 -1.13
C 2.09 -1.93 0.84
C -0.34 -1.44 1.08
N -2.59 -0.84 0.03
N -2.84 0.69 -0.01
N 0.79 -1.71 0.31
H 3.17 2.16 0.20
H 2.09 1.95 2.13
H 2.02 2.05 -1.98
H -0.40 1.99 2.40
H -0.59 1.72 -1.94
H -4.59 0.20 -0.90
H -4.47 1.84 -0.32
H -4.81 0.53 0.82
H 0.60 -0.59 -1.45
H 1.64 -1.87 -1.59
H -0.04 -2.30 -1.49
H 2.72 -1.12 1.27
H 2.05 -2.97 1.35
H 2.74 -2.14 -0.08
H -0.15 -1.39 2.23
```

Values from the calculation:
HOMO level: -6.7 eV
HOMO-LUMO gap: 7.50 eV
ΔE to the lowest compared entry with this formula, charge and spin: 582.1 kJ/mol


The following is a DFT calculation (the ωB97M-V functional and the def2-TZVPD basis) of the molecule C12H15N3O8Si at a distorted geometry.

Geometry as XYZ:
```
39
Properties=species:S:1:pos:R:3
O -1.82 2.75 -5.62
O 1.46 2.78 0.35
O 0.15 3.66 -5.18
O 2.00 1.09 -0.84
O -1.57 1.34 0.39
O 0.65 0.59 1.76
O -1.55 -0.94 1.93
O -0.20 -0.96 -0.24
C -2.46 1.99 -1.68
C -2.26 2.26 -3.00
C 0.10 2.46 -2.65
C -1.33 1.80 -0.85
C -0.99 2.59 -3.47
C -0.05 2.08 -1.34
N 1.17 -2.45 1.98
N -0.87 3.02 -4.84
N 1.19 1.99 -0.56
C 1.85 -0.05 1.41
C -0.88 -1.36 3.09
C -0.28 -2.33 -0.08
C 2.14 -1.31 2.23
C 0.00 -2.59 2.90
C 0.97 -2.89 0.59
Si -0.70 0.07 0.94
H -3.43 1.74 -1.31
H -3.09 2.29 -3.68
H 1.06 2.77 -3.03
H 2.65 0.72 1.46
H 1.73 -0.33 0.34
H -0.22 -0.51 3.40
H -1.61 -1.50 3.88
H -1.22 -2.53 0.47
H -0.37 -2.75 -1.07
H 2.02 -1.04 3.30
H 3.13 -1.69 2.05
H 0.47 -2.87 3.84
H -0.64 -3.41 2.59
H 1.81 -2.53 -0.02
H 1.01 -3.98 0.58
```

Values from the calculation:
HOMO level: -8.4 eV
HOMO-LUMO gap: 7.25 eV
ΔE to the lowest compared entry with this formula, charge and spin: 0.0 kJ/mol
Structure (SMILES): O=[N+]([O-])c1ccc(O[Si]23OCCN(CCO2)CCO3)c([N+](=O)[O-])c1


The following is a DFT calculation (the ωB97M-V functional and the def2-TZVPD basis) of the molecule C12H15NO at a distorted geometry.

Geometry as XYZ:
```
29
Properties=species:S:1:pos:R:3
C 4.31 0.41 -0.59
C 4.17 -0.81 0.05
C 3.29 1.26 -0.83
C 2.95 -1.16 0.50
C 2.00 0.93 -0.40
C 1.86 -0.26 0.33
C 0.28 -0.97 2.13
C 0.59 -0.56 0.89
C -1.93 1.33 -0.09
C -3.02 -0.66 -1.01
C -0.71 -0.84 -0.36
C -2.01 -0.15 0.00
N -0.72 -2.24 -0.06
O 0.06 -2.96 -0.66
H 5.23 0.65 -1.15
H 5.07 -1.42 0.14
H 3.53 2.05 -1.44
H 2.89 -2.01 1.15
H 1.15 1.63 -0.45
H -0.61 -1.54 2.38
H 0.91 -1.21 2.96
H -0.93 1.69 0.28
H -2.06 1.72 -1.10
H -2.95 1.66 0.33
H -4.11 -0.35 -0.73
H -2.84 -0.27 -2.03
H -3.08 -1.77 -0.88
H -0.19 -0.44 -1.29
H -2.24 -0.53 0.93
```

Values from the calculation:
HOMO level (alpha / beta): -8.7 / -8.7 eV
HOMO-LUMO gap (alpha / beta): 8.81 / 8.81 eV
ΔE to the lowest compared entry with this formula, charge and spin: 581.5 kJ/mol
Structure (SMILES): C=C(c1ccccc1)[C@@H](N=O)C(C)C


The following is a DFT calculation (the ωB97M-V functional and the def2-TZVPD basis) of the molecule C12H15NOSe at a distorted geometry.

Geometry as XYZ:
```
30
Properties=species:S:1:pos:R:3
C 2.30 3.09 0.07
C 3.18 2.07 0.32
C 0.91 2.96 0.12
C 2.57 0.80 0.55
C 0.36 1.76 0.48
C 1.20 0.61 0.77
C -1.51 -1.28 0.49
C 0.53 -0.74 0.99
C 0.53 -1.62 -0.25
C 1.41 -2.85 -0.19
C -3.13 0.61 -1.80
C -3.14 -1.23 0.63
N -0.98 -1.79 -0.47
O -0.86 -0.62 1.45
Se -3.65 0.63 0.23
H 2.76 4.11 -0.05
H 4.26 1.98 0.09
H 0.33 3.70 -0.33
H 3.23 -0.01 0.78
H -0.63 1.40 0.48
H 1.01 -1.38 1.83
H 0.85 -1.02 -1.12
H 2.41 -2.65 0.22
H 1.38 -3.40 -1.14
H 1.02 -3.60 0.54
H -3.12 1.61 -2.05
H -2.17 0.16 -1.73
H -3.84 0.07 -2.22
H -3.55 -1.57 1.54
H -3.66 -1.79 -0.24
```

Values from the calculation:
HOMO level: -8.3 eV
HOMO-LUMO gap: 9.13 eV
ΔE to the lowest compared entry with this formula, charge and spin: 0.0 kJ/mol
Structure (SMILES): C[Se]CC1=N[C@H](C)[C@@H](c2ccccc2)O1


The following is a DFT calculation (the ωB97M-V functional and the def2-TZVPD basis) of a structure of composition C12H16AsN5O6SZn.

Geometry as XYZ:
```
42
Properties=species:S:1:pos:R:3
Zn 0.50 0.66 0.24
O 2.82 -1.08 2.64
As 3.14 0.15 1.43
O 4.74 0.24 1.16
O 2.17 -0.20 0.06
C 2.52 1.85 2.23
C 3.49 2.84 2.07
C 3.28 4.13 2.51
C 2.09 4.48 3.14
C 1.11 3.52 3.33
C 1.32 2.22 2.88
S -0.02 1.10 3.17
O 0.03 0.59 4.51
O -1.27 1.80 2.83
O 0.21 0.03 2.14
H 1.88 -1.26 2.70
H 4.42 2.56 1.59
H 4.05 4.88 2.36
H 1.92 5.49 3.48
H 0.17 3.77 3.81
N -3.59 0.84 1.84
C -3.69 1.63 0.56
C -2.33 1.52 -0.09
N -1.78 0.14 -0.24
C -2.17 -0.85 0.80
C -3.51 -0.61 1.47
H -4.36 1.03 2.47
H -2.70 1.13 2.33
H -3.91 2.67 0.79
H -4.50 1.20 -0.02
H -1.66 2.09 0.54
H -2.34 2.00 -1.07
H -2.03 -0.22 -1.15
H -1.41 -0.85 1.58
H -2.16 -1.84 0.34
H -3.59 -1.22 2.37
H -4.36 -0.82 0.82
N -3.25 4.91 -0.43
C -2.10 4.77 -0.51
N -0.80 4.63 -0.60
C -0.18 3.55 -0.41
N 0.34 2.51 -0.23
```

Values from the calculation:
HOMO level: -9.4 eV
HOMO-LUMO gap: 8.66 eV


The following is a DFT calculation (the ωB97M-V functional and the def2-TZVPD basis) of a structure of composition C12H16B2Cl2F14N5NiO4S2 at a distorted geometry.

Geometry as XYZ:
```
58
Properties=species:S:1:pos:R:3
Ni -1.42 0.88 1.04
B -0.19 -0.65 -0.76
F 1.10 -1.09 -0.89
F -0.30 0.76 -0.80
F -1.05 -1.20 -1.72
F -0.73 -1.00 0.54
B -3.70 1.83 0.66
F -2.60 2.08 -0.26
F -4.78 2.60 0.37
F -3.88 0.44 0.65
F -3.09 2.16 1.91
C -0.76 4.04 3.27
F -1.98 4.44 2.96
F -0.08 5.07 3.78
F -0.79 3.06 4.18
S 0.16 3.45 1.71
O -0.71 3.70 0.60
O 1.42 4.11 1.72
N 0.17 1.74 1.91
S 1.68 1.38 2.34
O 2.52 1.32 1.18
O 2.14 2.12 3.48
C 1.58 -0.34 3.06
F 1.14 -1.26 2.20
F 2.81 -0.68 3.44
F 0.79 -0.35 4.14
C -3.22 1.09 -3.13
C -2.60 1.20 -4.43
N -2.07 1.31 -5.44
H -4.19 0.58 -3.17
H -3.47 2.06 -2.70
H -2.60 0.56 -2.41
C 0.91 -3.46 -0.85
C 2.16 -3.30 -1.57
N 3.14 -3.16 -2.15
H 0.77 -2.66 -0.12
H 0.80 -4.43 -0.37
H 0.10 -3.26 -1.55
C 4.37 -1.18 0.40
C 5.25 -0.03 0.45
N 5.89 0.93 0.44
H 4.18 -1.56 1.41
H 4.80 -1.99 -0.19
H 3.42 -0.90 -0.06
C -1.76 -2.28 4.39
C -1.87 -1.14 3.49
N -1.99 -0.23 2.82
H -2.62 -2.26 5.06
H -0.85 -2.18 4.97
H -1.76 -3.21 3.82
Cl 2.42 -1.16 -5.81
C 0.86 -0.51 -5.21
C 0.01 -1.58 -4.59
Cl -0.32 -2.94 -5.71
H 0.32 -0.07 -6.05
H 1.05 0.31 -4.52
H -0.96 -1.18 -4.33
H 0.35 -1.96 -3.63
```

Values from the calculation:
HOMO level (alpha / beta): -8.3 / -8.3 eV
⟨S²⟩: 2.0028
HOMO-LUMO gap (alpha / beta): 10.00 / 9.29 eV
2S+1: 3
Net charge: -1


The following is a DFT calculation (the ωB97M-V functional and the def2-TZVPD basis) of a structure of composition C12H16Cl16F12N2O8S4V at a distorted geometry.

Geometry as XYZ:
```
71
Properties=species:S:1:pos:R:3
V 1.57 2.72 2.84
C 1.84 -2.45 0.81
F 1.48 -2.54 -0.50
F 1.72 -3.69 1.36
F 3.12 -1.96 0.94
S 0.68 -1.17 1.82
O -0.46 -1.90 2.28
O 1.46 -0.57 2.89
N 0.46 0.20 0.73
S -0.66 -0.25 -0.26
O -0.97 -1.67 -0.42
O -1.81 0.54 0.13
C -0.01 0.38 -2.05
F -0.87 0.04 -3.01
F 0.09 1.69 -2.11
F 1.14 -0.21 -2.33
C 1.70 3.45 7.95
F 2.61 4.01 8.74
F 2.13 2.27 7.50
F 0.58 3.28 8.58
S 1.44 4.63 6.46
O 1.32 6.01 6.90
O 2.54 4.41 5.48
N 0.06 3.97 5.55
S -1.15 4.75 6.05
O -1.46 4.78 7.48
O -1.18 6.07 5.39
C -2.60 3.69 5.12
F -3.73 3.80 5.79
F -2.83 4.28 3.90
F -2.25 2.44 4.86
C 6.73 2.13 0.00
Cl 6.26 3.63 -0.84
Cl 5.65 1.85 1.36
H 6.48 1.27 -0.64
H 7.78 2.10 0.28
C 0.66 -1.13 -9.07
Cl 2.45 -1.45 -9.24
Cl -0.31 -2.44 -9.63
H 0.44 -0.97 -8.01
H 0.40 -0.26 -9.68
C -4.86 0.90 -8.63
Cl -4.73 2.68 -8.63
Cl -4.98 0.40 -10.38
H -3.91 0.50 -8.30
H -5.72 0.59 -8.05
C -7.89 -0.36 -3.06
Cl -6.22 0.12 -3.43
Cl -8.63 -1.07 -4.50
H -7.86 -1.15 -2.31
H -8.47 0.44 -2.61
C -0.56 -4.15 7.44
Cl -1.02 -4.42 9.17
Cl 0.64 -5.36 6.91
H -1.40 -4.15 6.74
H 0.00 -3.21 7.38
C 2.41 5.13 -6.21
Cl 1.67 3.93 -7.31
Cl 1.30 6.50 -5.89
H 2.61 4.57 -5.29
H 3.35 5.55 -6.56
C -2.53 -4.69 -4.45
Cl -0.76 -4.49 -4.61
Cl -3.39 -3.94 -5.83
H -2.79 -5.75 -4.54
H -2.87 -4.27 -3.51
C 4.77 -8.05 4.49
Cl 5.42 -6.39 4.56
Cl 5.05 -8.94 5.97
H 3.69 -8.02 4.37
H 5.21 -8.63 3.69
```

Values from the calculation:
HOMO level (alpha / beta): -10.3 / -10.5 eV
⟨S²⟩: 3.8003
HOMO-LUMO gap (alpha / beta): 3.77 / 5.18 eV
2S+1: 4
ΔE to the lowest compared entry with this formula, charge and spin: 904.6 kJ/mol


The following is a DFT calculation (the ωB97M-V functional and the def2-TZVPD basis) of a structure of composition C12H16ClF2NO20PdS2 at a distorted geometry.

Geometry as XYZ:
```
55
Properties=species:S:1:pos:R:3
Pd 0.05 -0.04 -0.54
Cl -1.05 2.82 1.29
O 0.10 3.10 0.45
O -1.71 1.62 0.77
O -0.59 2.54 2.63
O -1.97 3.90 1.26
N 1.08 -1.82 -0.97
S 0.82 -3.39 -0.77
O 1.84 -4.15 -0.15
O 0.06 -3.96 -1.83
F -0.29 -3.26 0.38
S 2.28 -1.90 -2.14
O 1.83 -2.29 -3.42
O 3.58 -2.23 -1.71
F 2.40 -0.31 -2.23
C 0.51 -1.55 4.73
C -0.89 -0.95 4.83
O -1.33 -1.14 3.47
C -0.24 -0.94 2.70
O -0.32 -0.70 1.54
O 0.88 -1.21 3.38
H 0.53 -2.60 5.00
H 1.20 -0.99 5.37
H -0.91 0.09 5.16
H -1.56 -1.52 5.46
C -3.76 -3.43 -0.16
C -4.45 -3.04 -1.47
O -3.63 -1.98 -1.95
C -2.77 -1.62 -1.01
O -1.83 -0.91 -1.21
O -2.95 -2.30 0.13
H -3.09 -4.29 -0.25
H -4.47 -3.64 0.64
H -5.43 -2.61 -1.22
H -4.66 -3.87 -2.13
C -1.49 2.78 -5.11
C -0.63 3.92 -4.55
O 0.19 3.22 -3.60
C -0.49 2.16 -3.15
O -0.24 1.56 -2.15
O -1.50 1.88 -3.98
H -1.10 2.22 -5.96
H -2.52 3.06 -5.27
H -1.25 4.61 -3.98
H 0.02 4.39 -5.27
C 4.75 2.41 1.37
C 4.25 1.75 2.66
O 3.04 1.11 2.27
C 2.76 1.39 1.00
O 1.89 0.88 0.37
O 3.57 2.35 0.53
H 5.53 1.89 0.83
H 4.97 3.47 1.46
H 3.97 2.45 3.45
H 5.01 1.08 3.05
```

Values from the calculation:
HOMO level (alpha / beta): -9.1 / -9.1 eV
⟨S²⟩: 2.0029
HOMO-LUMO gap (alpha / beta): 9.60 / 7.14 eV
2S+1: 3